DFT (the ωB97M-V functional and the def2-TZVPD basis) results for a structure of composition C10H28N8O20S at a distorted geometry.

Geometry as XYZ:
```
67
Properties=species:S:1:pos:R:3:mulliken_charge:R:1
C -23.6991 -7.0684 -23.5131 0.3156
N -24.0253 -7.2758 -24.9129 1.0125
O -23.3038 -6.7554 -25.7585 -0.6505
O -25.0384 -7.9994 -25.0405 -0.6535
H -24.0082 -7.9615 -22.9701 0.2159
H -24.1383 -6.1473 -23.1301 -1.0654
H -22.6127 -7.0711 -23.4244 0.5067
C -24.3247 -2.8227 -16.9160 -1.1496
N -24.8268 -3.5644 -18.1748 0.2889
O -25.2731 -2.8957 -19.0993 -0.3626
O -24.7940 -4.8285 -18.1235 -0.3901
H -23.2978 -2.5406 -17.1483 0.3364
H -24.1842 -3.6090 -16.1743 0.4086
H -24.8755 -1.9113 -16.6836 0.3167
C -24.4576 -7.2885 -19.9894 0.1770
N -24.1887 -8.3165 -18.9034 1.1507
O -24.9358 -9.3145 -18.7930 -0.5674
O -23.2532 -8.0822 -18.1365 -0.6792
H -24.3394 -8.0976 -20.7102 0.2745
H -23.6831 -6.5232 -20.0401 0.2369
H -25.4888 -6.9770 -19.8230 -0.6859
C -28.1515 -6.3258 -18.6625 -0.8532
N -27.2664 -7.4255 -18.2275 1.3285
O -26.1798 -7.2444 -17.7423 -0.6186
O -27.7414 -8.5223 -18.4097 -0.6152
H -28.7889 -6.1182 -17.8030 0.5869
H -28.7107 -6.7491 -19.4969 0.2780
H -27.6095 -5.4993 -19.1222 0.0344
C -21.5731 -5.7581 -21.7608 -1.8111
N -20.7697 -6.4995 -22.7505 0.9482
O -19.6100 -6.7958 -22.4967 -0.5964
O -21.3270 -6.7289 -23.8350 -0.5355
H -20.8319 -5.2621 -21.1342 0.4129
H -22.2417 -6.5208 -21.3616 0.9164
H -22.0438 -4.9982 -22.3845 0.6113
C -30.2183 -4.4965 -20.8045 -0.9109
N -28.8880 -3.9706 -20.3183 1.0372
O -28.2533 -3.1744 -20.9931 -0.4796
O -28.4970 -4.3248 -19.1959 -0.5404
H -30.2846 -5.5077 -20.4030 0.2604
H -30.3167 -4.6247 -21.8825 0.3562
H -31.0683 -4.0879 -20.2579 0.3411
C -26.8487 -0.6478 -20.2500 -0.6460
N -25.4828 -0.2319 -19.8676 0.9903
O -25.2420 1.0264 -19.7233 -0.5942
O -24.6154 -1.1087 -19.7667 -0.4043
H -27.3011 -1.2444 -19.4579 0.2837
H -26.7874 -1.4423 -20.9938 0.3720
H -27.5171 0.1746 -20.5049 0.4138
C -27.5945 -6.4233 -22.9331 -0.3102
N -27.7383 -6.9294 -21.5451 0.6404
O -27.3960 -6.2206 -20.6424 -0.0935
O -28.1795 -8.0455 -21.3621 -0.5673
H -26.5287 -6.3426 -23.1469 -0.0154
H -28.2042 -5.5359 -23.1028 0.1867
H -28.1443 -7.2142 -23.4431 0.4625
C -26.2100 -3.4905 -20.9368 -1.0209
C -26.0713 -4.5880 -19.9056 0.7253
O -24.8897 -5.2310 -20.1116 -0.9070
S -24.4317 -5.2885 -21.7321 0.1851
O -24.8991 -6.5250 -22.3181 0.1949
O -22.9553 -5.0323 -21.8875 0.0419
O -25.5671 -4.0867 -22.1107 -0.6518
H -25.8117 -2.4817 -20.8276 1.0530
H -27.2493 -3.4612 -21.2640 -0.3093
H -26.8621 -5.2928 -20.1627 -0.4387
H -26.1468 -4.3917 -18.8361 1.2222
```

Output
Net charge   0
Energy above the lowest of the compared OMol25 structures with the same formula, charge and spin   3492.77 kJ/mol
Largest force on an atom   15.54 eV/A
Lowest unoccupied orbital energy   -1.9 eV


DFT (the ωB97M-V functional and the def2-TZVPD basis) results for a cluster of 3 separate species, C10H28NO10P2S in total at a distorted geometry.

Geometry as XYZ:
```
52
Properties=species:S:1:pos:R:3:mulliken_charge:R:1
C -3.4085 2.6278 1.8259 -0.9110
C -2.8071 2.1820 3.1217 0.6839
O -1.9905 2.7980 3.7531 -0.5320
O -3.3017 0.9787 3.5536 -0.3350
C -2.4917 0.3093 4.5135 -0.5396
C -1.0806 0.0496 4.0391 -0.7014
N -1.0817 -0.5609 2.6567 -0.2378
S 0.5289 -1.1604 2.1811 0.0580
H -4.4790 2.7539 1.9897 0.3540
H -3.3211 1.8649 1.0546 0.2261
H -2.9668 3.5640 1.5163 0.3320
H -2.4687 0.8040 5.4818 0.3491
H -2.9807 -0.6488 4.6884 0.4147
H -0.5916 -0.6551 4.7052 0.4281
H -0.4684 0.9437 3.9858 0.5064
H -1.7000 -1.3738 2.6607 0.4051
H -1.3818 0.1405 1.9788 0.3099
H 1.1671 0.0230 2.1945 0.1688
C 3.1168 0.9193 -3.0525 -0.7111
O 2.2617 2.0272 -2.6584 -0.3198
P 2.0161 2.5238 -1.1195 1.2708
O 0.5394 2.6465 -1.1590 -0.6860
O 2.8201 3.9061 -1.3037 -0.3667
C 4.1723 3.9255 -1.7792 -0.6578
O 2.2806 2.4870 0.5028 -0.4620
C 1.1981 2.8981 1.3244 -0.5828
H 2.5591 0.3002 -3.7509 0.2623
H 4.0073 1.3069 -3.5449 0.2993
H 3.4150 0.3035 -2.2053 0.3572
H 4.1775 4.1230 -2.8508 0.2539
H 4.6956 2.9880 -1.5837 0.3080
H 4.6932 4.7274 -1.2637 0.2645
H 0.3497 2.2171 1.2196 0.0975
H 0.8819 3.9106 1.0865 0.3826
H 1.5553 2.8702 2.3559 0.2966
C -1.4748 -5.4663 -2.8694 -0.6634
O -0.3608 -4.6167 -3.2324 -0.2683
P -0.2700 -3.0857 -2.8354 0.9413
O 0.1577 -2.2668 -3.9627 -0.6694
O 0.9306 -3.1871 -1.7455 -0.2832
C 0.9772 -4.2688 -0.8231 -0.5950
O -1.3401 -2.3644 -1.9085 -0.2330
C -1.5245 -0.9546 -2.1360 -0.4821
H -1.7847 -6.0093 -3.7578 0.2525
H -1.1529 -6.1763 -2.1096 0.2827
H -2.3232 -4.8946 -2.4937 0.3207
H 1.6446 -5.0451 -1.1972 0.2711
H -0.0073 -4.7039 -0.6393 0.2705
H 1.3681 -3.8908 0.1208 0.1888
H -1.9656 -0.7610 -3.1092 0.3297
H -0.5755 -0.4301 -2.0467 0.2305
H -2.2145 -0.5994 -1.3722 0.1207
```

Output
Net charge   +1
Largest force on an atom   6.23 eV/A
Lowest unoccupied orbital energy   -4.2 eV


Q: What is the largest force on an atom in the first record?
A: 15.54 eV/A


Q: net charge of number 2 (C10H28NO10P2S)?
A: +1